Record 1
Molecular formula: C23H23F6O3P2S3Zn
Method: DFT, wB97M-V/def2-TZVPD

ORCA input file:
```
! RIJCOSX wB97M-V def2-TZVPD def2/J DEFGRID3
* xyz 0 2
Zn 1.045 -0.574 0.377
S 0.415 1.379 -2.336
P 0.167 2.505 -0.642
S 0.930 1.708 1.017
C -1.631 2.669 -0.698
C -2.234 3.904 -0.935
C -3.616 3.987 -0.996
C -4.390 2.846 -0.823
C -3.787 1.619 -0.585
C -2.406 1.522 -0.521
C 0.851 4.167 -0.853
C 1.012 4.705 -2.127
C 1.477 6.002 -2.274
C 1.777 6.764 -1.154
C 1.618 6.228 0.116
C 1.159 4.929 0.271
H -1.633 4.793 -1.070
H -4.089 4.942 -1.178
H -5.469 2.916 -0.873
H -4.388 0.729 -0.450
H -1.934 0.563 -0.331
H 0.786 4.105 -2.999
H 1.611 6.415 -3.265
H 2.143 7.776 -1.272
H 1.859 6.819 0.989
H 1.048 4.506 1.260
O 1.883 -1.424 1.915
S 2.132 -2.944 1.850
C 3.794 -3.061 2.585
C 3.662 -3.662 3.985
C 2.280 -3.263 4.496
C 1.338 -3.571 3.344
H 4.131 -2.025 2.601
H 4.433 -3.627 1.911
H 4.466 -3.314 4.634
H 3.731 -4.751 3.934
H 2.251 -2.195 4.722
H 2.001 -3.806 5.399
H 0.353 -3.117 3.368
H 1.218 -4.645 3.183
F 2.469 -0.118 -1.082
P 3.258 -1.496 -1.757
F 3.934 -2.805 -2.336
F 2.402 -1.241 -3.080
F 4.406 -0.524 -2.272
F 4.013 -1.651 -0.333
F 2.010 -2.334 -1.127
O -0.574 -2.966 0.961
C -1.081 -2.294 0.065
O -0.620 -1.157 -0.344
C -2.321 -2.758 -0.643
C -2.791 -2.088 -1.768
C -3.943 -2.524 -2.406
C -4.628 -3.629 -1.919
C -4.158 -4.301 -0.799
C -3.004 -3.869 -0.164
H -2.237 -1.237 -2.141
H -4.302 -2.008 -3.287
H -5.526 -3.972 -2.418
H -4.690 -5.166 -0.424
H -2.613 -4.381 0.704
*
```

DFT total energy = -5372.0911 hartree

***

Record 2
Molecular formula: C6H9N2O
Method: DFT, wB97M-V/def2-TZVPD

ORCA input file:
```
! RIJCOSX wB97M-V def2-TZVPD def2/J DEFGRID3
* xyz 1 1
C -0.930 -0.665 -0.097
C 0.334 -0.087 0.038
C -1.879 0.469 -0.235
C 1.955 2.249 0.539
C -1.433 -2.029 -0.031
C 1.610 -0.791 0.098
N -1.001 1.608 -0.166
N 0.269 1.203 -0.096
O -3.048 0.396 -0.589
H 1.709 3.206 -0.074
H 2.861 1.776 0.456
H -1.355 -2.281 1.034
H -0.964 -2.700 -0.736
H -2.553 -1.992 -0.268
H 1.606 -1.621 0.699
H 2.274 -0.170 0.700
H 1.868 -1.095 -0.963
H -1.324 2.524 -0.310
*
```

DFT total energy = -418.2862 hartree